[1]
A single C3H7NO molecule. Source: the OMol25 dataset; level of theory: ωB97M-V/def2-TZVPD.

Output
Frontier orbital gap   7.625 eV
LUMO energy   0.5 eV
Net charge   0

Geometry (Å):
C 0.68 0.26 1.78
N -0.48 0.56 0.76
C -0.03 0.44 -0.63
O 0.47 1.38 -1.18
C -0.25 -0.92 -1.26
H -0.77 1.52 0.93
H 1.23 -0.57 1.30
H 1.32 1.14 1.65
H -1.25 -0.06 0.97
H 0.70 -1.41 -1.46
H -0.75 -0.75 -2.22
H -0.87 -1.58 -0.64

---

[2]
A molecular structure, C40H59CaMnN4O31. Source: the OMol25 dataset; level of theory: ωB97M-V/def2-TZVPD.

Output
Spin multiplicity   6
Frontier orbital gap (spin up / spin down)   7.395 / 7.391 eV
LUMO energy (spin up / spin down)   -2.5 / -2.5 eV
Net charge   +1
⟨S²⟩   8.752

Geometry (Å):
Ca 1.86 -1.20 4.04
Mn 0.50 -0.50 0.57
O 1.27 -1.84 1.92
H 1.13 -2.78 1.67
N -1.09 0.31 3.23
O -2.16 0.47 3.78
O 0.00 0.25 3.87
O -0.92 0.17 2.03
N 2.88 1.37 1.84
O 3.38 2.47 1.75
O 3.05 0.65 2.80
O 2.06 0.98 0.98
C 5.78 -1.02 -3.29
C 4.43 -1.76 -3.23
C 4.38 -2.98 -2.25
O 3.16 -2.78 -1.65
C 2.81 -1.47 -1.73
O 1.87 -1.00 -1.06
O 3.47 -0.92 -2.70
H 5.72 -0.42 -4.20
H 6.63 -1.70 -3.23
H 5.96 -0.39 -2.42
H 4.04 -2.03 -4.21
H 5.19 -3.00 -1.52
H 4.32 -3.90 -2.84
C 1.07 3.40 4.81
C 1.93 4.65 4.93
C 2.20 5.49 3.69
O 1.75 6.85 3.99
C 1.16 6.77 5.12
O 0.43 7.63 5.57
O 1.33 5.61 5.71
H 0.05 3.73 4.58
H 0.92 2.93 5.78
H 1.50 2.64 4.16
H 2.81 4.27 5.45
H 1.63 5.05 2.88
H 3.23 5.49 3.33
C -0.93 -2.32 -6.98
C -1.67 -1.39 -5.97
C -2.08 -1.94 -4.59
O -1.50 -1.04 -3.67
C -0.62 -0.25 -4.31
O 0.18 0.49 -3.80
O -0.66 -0.46 -5.58
H -1.63 -2.92 -7.55
H -0.32 -3.01 -6.39
H -0.26 -1.76 -7.64
H -2.48 -0.87 -6.47
H -1.69 -2.95 -4.54
H -3.16 -1.90 -4.48
C -3.61 -5.67 5.23
C -2.53 -5.55 4.15
C -2.88 -4.71 2.94
O -1.69 -3.94 2.83
C -1.05 -3.86 4.02
O -0.17 -3.04 4.27
O -1.57 -4.77 4.83
H -3.29 -6.22 6.11
H -4.45 -6.33 5.00
H -4.11 -4.75 5.54
H -2.21 -6.57 3.92
H -3.72 -4.05 3.17
H -3.10 -5.36 2.09
C -3.03 4.40 -1.91
C -1.88 3.64 -2.42
C -0.58 4.24 -1.91
O 0.07 3.09 -1.29
C -0.69 2.02 -1.27
O -0.38 0.90 -0.82
O -1.86 2.30 -1.96
H -2.98 5.43 -2.28
H -3.05 4.33 -0.83
H -3.99 3.92 -2.11
H -1.89 3.49 -3.50
H -0.75 4.97 -1.12
H -0.01 4.70 -2.72
C -0.41 -6.45 -1.41
C -0.69 -5.05 -1.94
C -2.11 -4.66 -1.80
O -2.22 -3.38 -1.28
C -1.04 -3.05 -0.80
O -0.83 -2.01 -0.12
O -0.13 -4.01 -1.14
H -0.49 -6.62 -0.34
H 0.66 -6.63 -1.54
H -0.98 -7.22 -1.92
H -0.36 -4.90 -2.97
H -2.67 -5.35 -1.17
H -2.69 -4.78 -2.72
C -3.91 -0.80 -1.17
C -4.98 0.27 -1.00
C -5.63 0.73 -2.27
O -7.02 0.68 -2.04
C -7.25 0.08 -0.85
O -8.34 -0.12 -0.37
O -6.12 -0.46 -0.42
H -4.20 -1.45 -1.99
H -3.78 -1.48 -0.32
H -2.95 -0.34 -1.38
H -4.74 1.11 -0.36
H -5.33 0.10 -3.11
H -5.25 1.75 -2.38
C 3.22 2.20 -1.82
C 3.82 2.85 -3.10
C 3.18 4.09 -3.68
O 4.33 4.83 -4.12
C 5.43 4.39 -3.46
O 6.48 4.95 -3.48
O 5.10 3.25 -2.85
H 2.30 1.68 -2.11
H 2.88 2.94 -1.10
H 3.83 1.50 -1.25
H 3.82 2.07 -3.87
H 2.64 4.61 -2.89
H 2.63 3.72 -4.55
N 2.80 -3.72 3.89
C 2.74 -3.53 5.22
C 3.70 -2.51 5.56
C 4.33 -2.13 4.32
C 3.74 -2.85 3.34
H 2.25 -4.40 3.39
H 2.20 -4.26 5.81
H 4.02 -2.21 6.55
H 5.11 -1.41 4.15
H 3.85 -2.80 2.27
N -2.33 5.74 2.04
C -0.99 5.48 1.79
C -0.83 4.16 1.55
C -2.06 3.54 1.80
C -2.94 4.54 2.12
H -2.79 6.63 2.21
H -0.22 6.24 1.74
H 0.10 3.70 1.25
H -2.38 2.53 1.60
H -3.98 4.47 2.41

---

DFT total energy readings, ordered: -6759.037 -161621.814 eV